(1)
The following is a DFT calculation (ωB97M-V/def2-TZVPD) of C31H32CoN3P as an isolated structure at a distorted geometry.

As for the spin multiplicity: 4. The value obtained for the total energy is -3088.65990 Ha. As for the HOMO-LUMO gap (alpha / beta): 4.7915 / 7.2803 eV. As for the total charge: 0. The expectation value of S² is 3.87. The highest occupied orbital energy (alpha / beta) comes out at -4.4 / -8.0 eV.

CARTESIAN COORDINATES (ANGSTROEM)
C -0.770 1.288 1.289
C -0.608 -0.989 1.616
H 0.095 1.708 1.821
H -1.527 0.995 2.029
H -1.211 2.113 0.710
H -0.004 -1.899 1.539
H -0.467 -0.647 2.646
H -1.654 -1.286 1.468
C 0.782 2.588 -1.214
C 1.002 3.425 -2.308
C 1.148 2.875 -3.586
C 1.095 1.489 -3.745
H 0.691 2.966 -0.196
H 1.043 4.494 -2.122
H 1.301 3.506 -4.453
H 1.226 0.976 -4.699
N 0.645 1.251 -1.372
C 0.844 0.699 -2.613
C 0.706 -0.748 -2.620
N 0.405 -1.269 -1.385
C 0.231 -2.604 -1.246
C 0.569 -2.928 -3.616
C 0.292 -3.452 -2.350
H 0.030 -2.961 -0.235
H 0.115 -4.507 -2.173
C 0.798 -1.560 -3.756
H 1.038 -1.069 -4.700
H 0.606 -3.569 -4.488
Co 0.096 0.023 0.022
C -1.798 0.088 -0.454
H -2.007 -0.847 -0.991
H -1.913 0.922 -1.161
H -2.574 0.196 0.320
N 1.777 -0.068 0.735
P 2.636 -0.020 2.070
C 4.277 0.726 1.882
C 5.433 0.158 2.444
C 6.620 0.894 2.483
C 6.676 2.173 1.922
C 5.554 2.694 1.265
C 4.366 1.956 1.212
C 1.838 0.872 3.444
C 0.986 0.205 4.340
C 0.289 0.909 5.318
C 0.465 2.289 5.452
C 1.341 2.960 4.589
C 2.028 2.259 3.592
C 2.952 -1.653 2.777
C 2.700 -2.782 1.985
C 2.790 -4.059 2.555
C 3.182 -4.206 3.892
C 3.497 -3.080 4.656
C 3.379 -1.804 4.106
H 5.401 -0.846 2.869
H 7.502 0.472 2.972
H 7.589 2.765 1.999
H 5.595 3.683 0.812
H 3.498 2.339 0.673
H 0.880 -0.881 4.294
H -0.379 0.373 5.990
H -0.058 2.839 6.235
H 1.509 4.036 4.700
H 2.744 2.785 2.956
H 2.408 -2.652 0.938
H 2.540 -4.930 1.946
H 3.238 -5.202 4.331
H 3.819 -3.189 5.689
H 3.607 -0.927 4.712

Charges obtained by Mulliken population analysis, quoted in units of e: number 1, C, carries -1.66; number 2, C, carries -1.26; number 3, H, carries 0.18; number 4, H, carries 0.54; number 5, H, carries 0.50; number 6, H, carries 0.24; number 7, H, carries 0.36; number 8, H, carries 0.44; number 9, C, carries -0.12; number 10, C, carries -1.07; number 11, C, carries -0.47; number 12, C, carries -1.14; number 13, H, carries 0.38; number 14, H, carries 0.40; number 15, H, carries 0.41; number 16, H, carries 0.34; number 17, N, carries 1.09; number 18, C, carries 0.53; number 19, C, carries 0.79; number 20, N, carries 1.19; number 21, C, carries -0.08; number 22, C, carries -0.48; number 23, C, carries -1.04; number 24, H, carries 0.45; number 25, H, carries 0.41; number 26, C, carries -1.19; number 27, H, carries 0.35; number 28, H, carries 0.42; number 29, Co, carries -0.77; number 30, C, carries -1.25; number 31, H, carries 0.29; number 32, H, carries 0.29; number 33, H, carries 0.55; number 34, N, carries 0.25; number 35, P, carries 1.29; number 36, C, carries 0.41; number 37, C, carries -0.66; number 38, C, carries -0.63; number 39, C, carries -0.51; number 40, C, carries -0.55; number 41, C, carries -0.67; number 42, C, carries 0.39; number 43, C, carries -0.36; number 44, C, carries -0.71; number 45, C, carries -0.58; number 46, C, carries -0.56; number 47, C, carries -0.22; number 48, C, carries 0.05; number 49, C, carries -0.88; number 50, C, carries -0.54; number 51, C, carries -0.56; number 52, C, carries -0.79; number 53, C, carries -0.07; number 54, H, carries 0.38; number 55, H, carries 0.39; number 56, H, carries 0.36; number 57, H, carries 0.41; number 58, H, carries 0.51; number 59, H, carries 0.45; number 60, H, carries 0.40; number 61, H, carries 0.38; number 62, H, carries 0.41; number 63, H, carries 0.33; number 64, H, carries 0.52; number 65, H, carries 0.41; number 66, H, carries 0.40; number 67, H, carries 0.41; number 68, H, carries 0.52



(2)
The following is a DFT calculation (ωB97M-V/def2-TZVPD) of C31H32GeN2O2PtS2 as an isolated structure at a distorted geometry.

As for the relative energy (zero: lowest compared OMol25 entry of this formula, charge and spin): 15.2 kcal/mol. The value obtained for the total energy is -4453.09425 Ha. As for the HOMO-LUMO gap (alpha / beta): 4.3615 / 4.7845 eV. As for the total charge: -2. The highest occupied orbital energy (alpha / beta) comes out at 0.2 / -0.2 eV.

CARTESIAN COORDINATES (ANGSTROEM)
Pt -1.453 -1.098 -1.063
O -0.229 -2.451 2.806
C -0.601 -1.394 2.223
O -0.038 -0.838 1.271
C -1.847 -0.710 2.771
C -1.842 -0.424 4.132
C -2.886 0.236 4.757
C -3.989 0.597 3.992
C -4.016 0.300 2.645
C -2.961 -0.352 1.993
S -3.255 -0.695 0.280
H -0.978 -0.757 4.698
H -2.847 0.458 5.818
H -4.831 1.115 4.439
H -4.878 0.580 2.050
C -1.813 -6.297 0.971
C -2.093 -4.835 1.293
N -2.094 -3.993 0.125
C -0.996 -3.423 -0.484
S -1.015 -3.110 -2.180
N 0.191 -3.559 0.220
C 1.378 -2.921 -0.332
C 2.519 -3.063 0.658
H -1.824 -6.902 1.880
H -0.831 -6.392 0.509
H -2.555 -6.702 0.279
H -1.389 -4.465 2.035
H -3.077 -4.727 1.763
H -2.978 -3.751 -0.292
H 0.062 -3.238 1.201
H 1.190 -1.853 -0.516
H 1.622 -3.390 -1.292
H 2.265 -2.551 1.586
H 3.432 -2.616 0.259
H 2.716 -4.113 0.885
C -1.430 0.819 -1.518
Ge 0.190 1.810 -1.446
C -0.058 3.781 -1.266
C 1.015 4.672 -1.267
C 0.833 6.035 -1.086
C -0.444 6.540 -0.888
C -1.522 5.671 -0.866
C -1.327 4.309 -1.052
C 1.215 1.523 -3.112
C 1.426 0.208 -3.529
C 2.127 -0.073 -4.691
C 2.624 0.958 -5.474
C 2.407 2.270 -5.088
C 1.709 2.544 -3.918
C 1.426 1.368 0.009
C 1.042 1.645 1.317
C 1.863 1.338 2.384
C 3.095 0.737 2.164
C 3.494 0.453 0.869
C 2.662 0.770 -0.198
H -2.345 1.413 -1.514
H 2.024 4.293 -1.395
H 1.689 6.702 -1.089
H -0.593 7.604 -0.740
H -2.523 6.053 -0.693
H -2.175 3.640 -1.017
H 1.009 -0.613 -2.951
H 2.273 -1.104 -4.987
H 3.166 0.739 -6.387
H 2.777 3.088 -5.696
H 1.544 3.578 -3.641
H 0.062 2.067 1.511
H 1.523 1.528 3.396
H 3.730 0.466 3.001
H 4.448 -0.030 0.685
H 2.989 0.530 -1.204

Charges obtained by Mulliken population analysis, quoted in units of e: number 1, Pt, carries 0.78; number 2, O, carries -0.88; number 3, C, carries -0.04; number 4, O, carries -0.47; number 5, C, carries 0.23; number 6, C, carries -0.52; number 7, C, carries -0.63; number 8, C, carries -0.47; number 9, C, carries -0.70; number 10, C, carries 0.68; number 11, S, carries -0.79; number 12, H, carries 0.35; number 13, H, carries 0.34; number 14, H, carries 0.32; number 15, H, carries 0.36; number 16, C, carries -1.33; number 17, C, carries -0.28; number 18, N, carries 0.08; number 19, C, carries -0.35; number 20, S, carries -0.46; number 21, N, carries -0.03; number 22, C, carries 0.44; number 23, C, carries -1.45; number 24, H, carries 0.40; number 25, H, carries 0.31; number 26, H, carries 0.30; number 27, H, carries 0.09; number 28, H, carries 0.51; number 29, H, carries 0.32; number 30, H, carries 0.05; number 31, H, carries -0.27; number 32, H, carries 0.49; number 33, H, carries 0.23; number 34, H, carries 0.37; number 35, H, carries 0.41; number 36, C, carries -0.69; number 37, Ge, carries 1.31; number 38, C, carries -0.24; number 39, C, carries -0.19; number 40, C, carries -0.71; number 41, C, carries -0.38; number 42, C, carries -0.54; number 43, C, carries -0.46; number 44, C, carries 0.01; number 45, C, carries -0.06; number 46, C, carries -0.71; number 47, C, carries -0.41; number 48, C, carries -0.63; number 49, C, carries -0.20; number 50, C, carries 0.39; number 51, C, carries -0.61; number 52, C, carries -0.47; number 53, C, carries -0.49; number 54, C, carries -0.49; number 55, C, carries -0.24; number 56, H, carries 0.45; number 57, H, carries 0.42; number 58, H, carries 0.36; number 59, H, carries 0.34; number 60, H, carries 0.39; number 61, H, carries 0.23; number 62, H, carries 0.08; number 63, H, carries 0.42; number 64, H, carries 0.33; number 65, H, carries 0.37; number 66, H, carries 0.35; number 67, H, carries 0.28; number 68, H, carries 0.35; number 69, H, carries 0.32; number 70, H, carries 0.39; number 71, H, carries 0.31